No. 1
Density functional theory data (ωB97M-V/def2-TZVPD) for 2 unconnected molecules or ions with the total composition C4H12NOP at a distorted geometry.

energy = -630.83610 a.u.
net charge = 0
HOMO energy (alpha / beta) = -9.42 / -8.26 eV
frontier orbital gap (alpha / beta) = 8.86 / 8.13 eV
relative energy (zero: lowest compared OMol25 entry of this formula, charge and spin) = 115.8 kcal per mole

Each line ends with the Löwdin charge.
Element x y z (Å)
C 2.3406 -0.7177 1.9255  -0.1302
C -0.8797 0.8418 -2.2863  -0.2049
C -2.7256 0.2266 -0.0189  -0.2002
C 1.8967 -0.4669 0.5317  -0.4215
N 0.8319 -1.3824 0.0254  0.0032
O -0.4536 1.7609 0.2906  -0.3811
P -0.9815 0.6069 -0.4410  0.7150
H 3.0101 0.1790 2.2234  0.1013
H 1.5726 -0.9194 2.6281  0.0468
H 3.1237 -1.5416 2.0447  0.0871
H 0.1295 0.6983 -2.5963  0.0172
H -1.5764 -0.0087 -2.7559  0.0917
H -1.2623 1.7494 -2.6627  0.0152
H -2.7481 0.0288 1.0231  0.0294
H -3.2998 0.9085 -0.5031  -0.0002
H -3.1086 -0.7450 -0.4959  0.0816
H 1.4411 0.5721 0.4545  0.0772
H 2.6900 -0.5053 -0.1198  0.0632
H -0.0006 -1.2853 0.7327  0.0093


No. 2
Density functional theory data (ωB97M-V/def2-TZVPD) for 2 unconnected molecules or ions with the total composition C4H12NOS at a distorted geometry.

energy = -687.76145 a.u.
net charge = -1
HOMO energy = -2.71 eV
frontier orbital gap = 6.23 eV
relative energy (zero: lowest compared OMol25 entry of this formula, charge and spin) = 41.8 kcal per mole

Each line ends with the Löwdin charge.
Element x y z (Å)
C -1.6466 -0.3942 -1.6954  -0.1734
N -1.1227 -1.1707 -0.5498  -0.0896
C 0.1058 -0.3413 -0.0470  -0.4571
C 0.7046 -0.9763 1.2309  -0.7811
S 2.0628 -0.1964 2.1942  0.1317
C 1.0568 0.0626 -1.2246  -0.1073
H -1.0021 -0.3838 -2.5417  0.0399
H -1.7416 0.6483 -1.2747  0.0935
H -2.6412 -0.6566 -1.9657  0.0444
H -0.6085 -2.0556 -0.7817  0.1036
H -0.1592 0.6422 0.4991  0.1102
H 1.1611 -1.9564 0.9647  0.0179
H -0.1281 -1.2637 1.9300  0.0466
H 2.1511 0.0834 -0.9734  0.0697
H 1.0571 -0.5707 -2.0822  0.0352
H 0.7994 1.0595 -1.6322  0.0675
H 0.3600 1.9026 3.0008  -0.0280
H -0.4890 2.6901 2.0174  0.0948
O 0.0803 2.8770 2.9311  -0.2184


No. 3
Density functional theory data (ωB97M-V/def2-TZVPD) for 2 unconnected molecules or ions with the total composition C4H12NOS.

energy = -687.52823 a.u.
net charge = +1
HOMO energy = -12.96 eV
frontier orbital gap = 9.61 eV
relative energy (zero: lowest compared OMol25 entry of this formula, charge and spin) = 10.8 kcal per mole

Each line ends with the Löwdin charge.
Element x y z (Å)
O 2.8866 -0.9182 0.0046  0.0915
C 2.1351 -1.6420 0.5936  -0.1924
C 0.7227 -1.8527 0.0797  -0.0995
N 0.5670 -1.0724 -1.1640  0.1489
H 2.4275 -2.2318 1.4737  0.1462
H 0.5218 -2.9123 -0.0721  0.1450
H 0.0144 -1.5023 0.8336  0.1288
H 0.5170 -1.6567 -2.0001  0.1764
H -0.2712 -0.4279 -1.1063  0.0324
H 1.4213 -0.4940 -1.2671  0.1479
C -2.3533 0.7683 1.2252  -0.3770
S -1.6304 1.0973 -0.3987  0.7851
C -0.2010 2.1021 0.0950  -0.3805
H -2.7015 1.6972 1.6603  0.0465
H -1.6231 0.3132 1.8862  0.0320
H -3.2036 0.1137 1.0806  0.0404
H 0.3694 2.3310 -0.8062  0.0419
H -0.5460 3.0316 0.5481  0.0490
H 0.4216 1.5670 0.8159  0.0373


No. 4
Density functional theory data (ωB97M-V/def2-TZVPD) for a gas-phase ion, C4H12NOS (charge +1) at a distorted geometry.

energy = -687.52628 a.u.
net charge = +1
SMILES = [NH3+][C@H](CO)CCS
HOMO energy = -12.53 eV
frontier orbital gap = 9.16 eV
relative energy (zero: lowest compared OMol25 entry of this formula, charge and spin) = 12.1 kcal per mole

Each line ends with the Löwdin charge.
Element x y z (Å)
N -1.1458 1.5917 -0.8038  0.2275
C -0.5092 0.2104 -0.5490  -0.2865
C -1.1892 -0.7303 -1.5012  -0.2088
O -1.1519 -0.1392 -2.7854  -0.0406
C -0.5791 -0.1424 0.9249  -0.2463
C 0.6048 -0.9961 1.3552  -0.5215
S 2.0275 0.0839 1.7570  0.7415
H -0.9897 1.7878 -1.7981  0.1608
H -2.1401 1.6211 -0.5696  0.1792
H -0.7096 2.3691 -0.3037  0.1774
H 0.5190 0.4531 -0.8770  0.1632
H -0.8620 -1.7741 -1.5066  0.1486
H -2.2414 -0.8872 -1.1912  0.1419
H -0.9508 -0.7809 -3.4754  0.1177
H -1.5599 -0.6118 1.0975  0.1330
H -0.6921 0.7789 1.4960  0.1091
H 0.7461 -1.5982 0.4521  0.0764
H 0.4460 -1.6552 2.2073  0.0842
H 2.8428 -0.8017 2.2559  -0.1568


No. 5
Density functional theory data (ωB97M-V/def2-TZVPD) for a single C4H12NPS molecule at a distorted geometry.

energy = -953.80519 a.u.
net charge = 0
SMILES = CCSPN(C)C
HOMO energy = -8.29 eV
frontier orbital gap = 9.04 eV
relative energy (zero: lowest compared OMol25 entry of this formula, charge and spin) = 62.0 kcal per mole

Each line ends with the Löwdin charge.
Element x y z (Å)
C -2.0187 1.2019 0.2920  -0.2054
C -2.3036 -0.1224 -0.3590  -0.6077
S -1.3828 -1.5134 0.4340  0.4996
P 0.1187 -1.7063 -1.0174  0.6756
N 1.7966 -0.5618 -0.4500  -0.3706
C 1.5466 0.7924 -0.7629  -0.2332
C 2.1382 -0.8140 0.9350  -0.1972
H -2.8870 1.8135 0.5239  0.0724
H -1.5437 0.9626 1.2494  0.0526
H -1.3213 1.8529 -0.1768  0.0365
H -2.2146 -0.0599 -1.4613  0.0740
H -3.3052 -0.1600 -0.0734  0.0322
H 0.7078 -2.7252 -0.4725  -0.1839
H 1.1444 0.9413 -1.6469  0.0004
H 0.7158 1.2879 0.0333  0.1162
H 2.3978 1.4443 -0.7158  0.0712
H 3.0887 -0.4331 1.0896  0.0536
H 1.4854 -0.2293 1.6626  0.0958
H 2.2022 -1.7891 1.1332  0.0180


No. 6
Density functional theory data (ωB97M-V/def2-TZVPD) for 3 unconnected molecules or ions with the total composition C4H12NS at a distorted geometry.

energy = -612.09329 a.u.
net charge = +1
HOMO energy = -12.60 eV
frontier orbital gap = 4.05 eV
relative energy (zero: lowest compared OMol25 entry of this formula, charge and spin) = 132.7 kcal per mole

Each line ends with the Löwdin charge.
Element x y z (Å)
C -2.3141 -0.6115 1.4611  -0.1203
C -1.4976 0.2945 2.3253  -0.2575
C -1.9677 0.7888 3.4755  0.0295
C -0.3076 0.3119 -0.6825  -0.1539
S 0.3693 -1.3259 -0.7839  1.0086
N 4.4290 1.7937 -3.6317  0.0096
H -1.8683 -1.6483 1.4932  0.0993
H -3.3614 -0.6108 1.7241  0.0860
H -2.1328 -0.3714 0.3970  0.0203
H -0.4619 0.3245 2.0257  0.0748
H -1.3630 1.5461 3.9781  0.0670
H -2.8940 0.4788 3.9570  0.0772
H 0.4901 1.0543 -0.8078  0.0788
H -0.9608 0.3090 -1.5522  0.0441
H -0.4430 -1.7182 -1.7703  -0.0559
H 4.1096 2.0987 -2.7197  -0.0078
H 4.7899 0.8495 -3.5479  0.0026
H 3.6057 1.7276 -4.2215  -0.0025


No. 7
Density functional theory data (ωB97M-V/def2-TZVPD) for 3 unconnected molecules or ions with the total composition C4H12NS at a distorted geometry.

energy = -612.08049 a.u.
net charge = +1
HOMO energy = -13.03 eV
frontier orbital gap = 4.19 eV
relative energy (zero: lowest compared OMol25 entry of this formula, charge and spin) = 140.7 kcal per mole

Each line ends with the Löwdin charge.
Element x y z (Å)
C -2.9141 -0.5547 1.3233  -0.1130
C -1.8168 -1.2446 0.5763  -0.2609
C -1.6642 -2.5580 0.5052  0.0187
C 0.7486 0.7040 -0.5679  -0.1415
S -0.5097 1.7295 0.0382  1.0374
N 4.4975 1.2648 -1.3793  0.0362
H -2.6794 0.4929 1.5233  0.0343
H -3.8492 -0.4658 0.7543  0.0902
H -3.1787 -1.0509 2.2579  0.0896
H -1.0610 -0.5915 0.0954  -0.0078
H -1.0237 -3.0353 -0.2363  0.0637
H -2.1786 -3.2903 1.1177  0.0746
H 1.2660 1.3301 -1.2976  0.0324
H 1.3988 0.4139 0.2704  0.0922
H 0.0509 2.8820 -0.3972  -0.0357
H 4.5834 0.6276 -2.1467  0.0123
H 4.6751 2.2312 -1.5894  0.0148
H 3.6550 1.1152 -0.8477  -0.0377


No. 8
Density functional theory data (ωB97M-V/def2-TZVPD) for 2 unconnected molecules or ions with the total composition C4H12NS.

2S+1 = 2
energy = -611.78511 a.u.
net charge = +2
HOMO energy (alpha / beta) = -16.68 / -16.56 eV
frontier orbital gap (alpha / beta) = 7.94 / 4.00 eV
relative energy (zero: lowest compared OMol25 entry of this formula, charge and spin) = 26.5 kcal per mole

Each line ends with the Löwdin charge.
Element x y z (Å)
C -1.1508 -1.0319 1.5006  -0.2005
C -1.3453 0.1322 0.5302  -0.5327
S -0.5488 -0.2257 -1.0668  0.8128
N -2.0136 -0.8328 2.7416  0.2050
H -0.1203 -1.0990 1.8357  0.1310
H -1.4761 -1.9646 1.0544  0.1291
H -0.9550 1.0614 0.9410  0.0849
H -2.4046 0.2775 0.3146  0.0866
H 0.6691 0.2016 -0.7212  -0.1970
H -1.9480 -1.6384 3.3678  0.1819
H -2.9859 -0.7023 2.4667  0.1749
H -1.7166 -0.0147 3.2751  0.1774
C 2.8679 1.8287 -1.3734  0.2494
C 3.4131 0.5913 -1.7635  0.2584
H 2.1630 1.9219 -0.5519  0.0953
H 3.2578 2.7351 -1.8091  0.1169
H 3.0530 -0.3509 -1.3749  0.1028
H 4.1732 0.5080 -2.5370  0.1237


No. 9
Density functional theory data (ωB97M-V/def2-TZVPD) for 2 unconnected molecules or ions with the total composition C4H12NS2 at a distorted geometry.

energy = -1010.33339 a.u.
net charge = +1
HOMO energy = -11.77 eV
frontier orbital gap = 8.01 eV
relative energy (zero: lowest compared OMol25 entry of this formula, charge and spin) = 101.7 kcal per mole

Each line ends with the Löwdin charge.
Element x y z (Å)
C -1.7993 -0.3319 1.3148  -0.1249
C -0.5647 1.7557 -1.9450  -0.3598
C -0.3798 0.0051 1.3470  -0.4734
C 0.7422 -0.2671 -0.7547  -0.4715
N 2.0670 -0.9379 -0.5145  0.0972
S 0.7831 -1.0035 2.3345  0.7795
S 1.1026 1.3339 -1.4178  0.8704
H -1.8816 -1.4309 1.0125  0.1294
H -2.1399 -0.2753 2.2506  0.0350
H -2.2331 0.4872 0.6824  0.1061
H -0.5700 2.6582 -2.3697  -0.0160
H -1.3041 1.9052 -1.1416  0.0568
H -0.7950 1.0590 -2.8120  0.0849
H 0.0579 0.9212 1.3879  0.0076
H 0.1401 -0.8802 -1.2491  0.0319
H 1.9828 -1.8874 -0.7641  0.1410
H 2.2341 -1.1305 0.5355  0.0888
H 2.7429 -0.3072 -0.9004  0.1086
H -0.1852 -1.6734 3.0038  -0.0915


No. 10
Density functional theory data (ωB97M-V/def2-TZVPD) for 2 unconnected molecules or ions with the total composition C4H12O at a distorted geometry.

energy = -234.74354 a.u.
net charge = 0
SMILES = CCO.CC
HOMO energy = -10.64 eV
frontier orbital gap = 11.55 eV
relative energy (zero: lowest compared OMol25 entry of this formula, charge and spin) = 55.9 kcal per mole

Each line ends with the Löwdin charge.
Element x y z (Å)
C 1.3391 1.4366 -0.4024  -0.1054
C 2.2777 0.0942 -0.5836  -0.1690
O 1.2322 -0.8884 0.1170  -0.1548
H 1.9693 2.3613 -0.7905  0.0965
H 0.8780 1.6720 0.5079  0.0245
H 0.4283 1.1437 -1.0636  0.0753
H 2.4208 -0.1349 -1.8066  0.1460
H 3.3059 0.0898 -0.2644  0.0620
H 1.4996 -1.7361 -0.2446  0.0488
C -2.6681 -0.6793 1.0681  -0.1583
C -1.9956 0.0729 -0.0841  -0.1797
H -2.3145 -1.7153 1.0990  0.0636
H -2.3758 -0.1145 1.9428  0.0556
H -3.7701 -0.6180 1.0096  0.0667
H -2.0793 -0.3847 -1.0757  0.0665
H -2.5972 0.9579 -0.2181  0.0647
H -0.9417 0.0396 -0.0205  -0.0032